#i
# C6H14

One molecule with the formula C6H14 (the ωB97M-V functional and the def2-TZVPD basis, the OMol25 dataset).

Cartesian coordinates (Å):
C 1.492 -0.817 2.053
C 1.903 -0.795 0.559
C 0.890 -0.521 -0.645
C -0.610 -0.330 -0.311
C -0.966 1.083 -0.929
C -2.460 1.245 -1.036
H 2.203 -0.493 2.823
H 0.592 -0.215 2.182
H 1.384 -1.874 2.295
H 2.775 -0.143 0.356
H 2.159 -1.856 0.368
H 1.339 0.361 -1.126
H 1.086 -1.363 -1.297
H -0.699 -0.140 0.754
H -1.384 -1.026 -0.607
H -0.523 1.989 -0.464
H -0.557 0.956 -1.930
H -2.918 1.297 -0.032
H -2.794 0.443 -1.717
H -2.911 2.198 -1.293

Summary:
Gap between HOMO and LUMO: 0.4234 Ha
LUMO level: 1.174 eV
M: 86.178 g/mol
E_HOMO: -10.348 eV
SMILES: CCCCCC

=====

#ii
# C6H14

One molecule with the formula C6H14 (the ωB97M-V functional and the def2-TZVPD basis, the OMol25 dataset).

Cartesian coordinates (Å):
C -1.799 0.975 -0.057
C -0.733 -0.092 0.222
C -0.977 -1.358 -0.554
C 0.671 0.482 0.295
C 1.537 -0.429 1.149
C 1.289 0.728 -1.079
H -1.514 2.034 -0.064
H -2.640 0.742 -0.723
H -1.939 0.590 0.980
H -0.959 -0.458 1.396
H -0.725 -1.266 -1.614
H -2.038 -1.628 -0.484
H -0.388 -2.147 -0.086
H 0.582 1.456 0.806
H 1.664 -1.406 0.668
H 1.074 -0.595 2.130
H 2.525 0.011 1.296
H 0.654 1.366 -1.704
H 2.265 1.215 -0.970
H 1.449 -0.219 -1.607

Summary:
Gap between HOMO and LUMO: 0.3830 Ha
LUMO level: 1.113 eV
M: 86.178 g/mol
E_HOMO: -9.308 eV
SMILES: CC(C)C(C)C

=====

Which of them is most stable, and which least? Most stable: #i; least stable: #ii.

=====

#i
# C4H8OS2

C4H8OS2 as an isolated structure (the ωB97M-V functional and the def2-TZVPD basis, the OMol25 dataset).

Cartesian coordinates (Å):
C -0.886 0.783 -0.227
C 0.509 1.285 0.343
C 0.679 -0.356 0.714
C -0.244 -0.618 -0.560
H -2.222 0.586 -2.081
H -1.536 0.870 0.665
H 1.508 1.366 -0.458
H 0.527 1.781 1.428
H 0.153 -0.430 1.770
H 2.959 -2.173 1.036
H 0.145 -0.559 -1.467
H -1.040 -2.145 0.171
O -1.025 -1.778 -0.781
S -1.962 2.033 -1.174
S 2.436 -0.645 0.619

Summary:
Gap between HOMO and LUMO: 0.3353 Ha
LUMO level: 0.080 eV
M: 136.241 g/mol
E_HOMO: -9.044 eV

=====

#ii
# C4H8OS2

A 2-piece molecular cluster, C4H8OS2 overall (the ωB97M-V functional and the def2-TZVPD basis, the OMol25 dataset).

Cartesian coordinates (Å):
C -1.306 -0.393 0.162
C -2.681 -0.521 0.598
O -3.539 -1.130 0.004
C -0.494 0.732 0.830
S 1.197 0.368 1.408
S 1.365 -0.511 -1.316
C 2.216 1.151 -1.496
H -0.800 -1.330 0.235
H -1.192 -0.339 -0.960
H -3.031 0.388 1.113
H -0.894 0.935 1.909
H -0.553 1.739 0.336
H 2.417 1.193 -2.583
H 3.131 0.904 -1.050
H 1.832 2.026 -1.065

Summary:
Gap between HOMO and LUMO: 0.2474 Ha
LUMO level: -2.580 eV
M: 136.241 g/mol
E_HOMO: -9.313 eV

=====

Which of them is most stable, and which least? Most stable: #ii; least stable: #i.

=====

#i
# C4H10NO

A 2-piece molecular cluster, C4H10NO overall (the ωB97M-V functional and the def2-TZVPD basis, the OMol25 dataset).

Cartesian coordinates (Å):
C 1.474 0.149 -1.045
N 2.742 0.441 -0.677
C -2.573 -0.037 -0.418
O -3.845 0.047 -0.089
C 1.922 0.293 0.712
C 0.786 -0.683 1.298
H 0.881 0.987 -1.414
H 1.132 -0.845 -1.362
H -2.036 -1.009 0.003
H -1.784 0.694 0.028
H -2.341 -0.160 -1.598
H 1.646 1.371 0.892
H 2.777 -0.059 1.340
H 0.380 -0.202 2.258
H -0.027 -0.887 0.537
H 1.280 -1.681 1.483

Summary:
Net charge: -1
Gap between HOMO and LUMO: 0.1962 Ha
LUMO level: 3.117 eV
M: 88.130 g/mol
E_HOMO: -2.222 eV

=====

#ii
# C4H10NO

An isolated ion of composition C4H10NO and charge -1 (the ωB97M-V functional and the def2-TZVPD basis, the OMol25 dataset).

Cartesian coordinates (Å):
C 0.674 1.768 -1.596
C 0.059 0.362 -1.271
N -0.167 0.129 0.099
C -0.835 -1.078 0.617
C -0.165 -1.166 2.041
O 0.153 -0.014 2.565
H 0.926 1.698 -2.671
H -0.039 2.578 -1.355
H 1.700 1.808 -1.084
H 0.673 -0.490 -1.715
H -0.882 0.413 -1.811
H 0.449 0.559 0.776
H -1.863 -0.866 0.598
H -0.697 -1.946 -0.141
H 0.781 -1.860 2.066
H -0.768 -1.893 2.884

Summary:
Net charge: -1
Gap between HOMO and LUMO: 0.2279 Ha
LUMO level: 4.053 eV
M: 88.130 g/mol
E_HOMO: -2.148 eV
SMILES: CCNCC[O-]

=====

Which of them is most stable, and which least? Most stable: #ii; least stable: #i.

=====

#i
# C4H10NO

An isolated ion of composition C4H10NO and charge -1 (the ωB97M-V functional and the def2-TZVPD basis, the OMol25 dataset).

Cartesian coordinates (Å):
C -1.327 -0.047 -1.611
C 0.135 -0.019 -1.023
C 0.177 -0.565 0.429
N -0.850 -0.061 1.387
C 1.558 0.145 1.080
O 1.109 1.366 1.241
H -1.495 0.229 -2.540
H -1.711 -1.052 -1.481
H -2.011 0.634 -0.993
H 0.999 -0.680 -1.513
H 0.399 0.912 -0.895
H 0.175 -1.619 0.508
H -1.214 0.823 0.950
H -0.393 0.151 2.233
H 2.124 -0.269 1.912
H 2.326 0.053 0.316

Summary:
Net charge: -1
Gap between HOMO and LUMO: 0.2325 Ha
LUMO level: 4.202 eV
M: 88.130 g/mol
E_HOMO: -2.125 eV
SMILES: CC[C@H](N)C[O-]

=====

#ii
# C4H10NO

An isolated ion of composition C4H10NO and charge -1 (the ωB97M-V functional and the def2-TZVPD basis, the OMol25 dataset).

Cartesian coordinates (Å):
C -0.011 1.632 -0.015
C 0.513 0.243 0.583
C -0.496 -0.441 1.468
N 1.079 -0.458 -0.575
C -0.140 -0.898 -1.442
O -0.421 -2.191 -1.198
H -0.950 1.443 -0.558
H -0.149 2.502 0.557
H 0.644 1.838 -0.846
H 1.472 0.513 1.195
H -1.032 -0.999 0.709
H -0.007 -1.092 2.211
H -1.304 0.283 1.936
H 1.593 -1.342 -0.367
H -1.014 -0.200 -1.222
H 0.224 -0.833 -2.437

Summary:
Net charge: -1
Gap between HOMO and LUMO: 0.2417 Ha
LUMO level: 4.247 eV
M: 88.130 g/mol
E_HOMO: -2.331 eV
SMILES: CC(C)NC[O-]

=====

#iii
# C4H10NO

A 2-piece molecular cluster, C4H10NO overall (the ωB97M-V functional and the def2-TZVPD basis, the OMol25 dataset).

Cartesian coordinates (Å):
C -2.681 1.035 -3.194
O -2.896 0.899 -4.504
C -1.420 0.302 -2.682
C 2.507 -1.633 3.162
C 1.606 -0.674 3.289
N 1.638 0.621 2.473
H -2.563 2.109 -2.858
H -3.530 0.684 -2.536
H 2.596 -2.380 3.934
H -1.251 0.414 -1.607
H -0.530 0.715 -3.179
H 3.196 -1.508 2.345
H 0.637 -0.686 3.772
H 1.672 -0.199 1.869
H 2.531 1.056 2.663
H -1.512 -0.757 -2.947

Summary:
Net charge: -1
Gap between HOMO and LUMO: 0.1685 Ha
LUMO level: 2.713 eV
M: 88.130 g/mol
E_HOMO: -1.871 eV

=====

#iv
# C4H10NO

A 2-piece molecular cluster, C4H10NO overall (the ωB97M-V functional and the def2-TZVPD basis, the OMol25 dataset).

Cartesian coordinates (Å):
C -1.703 -0.238 0.803
O -2.373 0.719 0.156
C -0.360 -0.676 0.128
C 0.320 0.305 -0.758
C 1.684 0.698 -0.166
N 2.512 -0.479 -0.103
H -2.263 -1.191 0.833
H -1.500 0.026 1.861
H -1.020 -2.302 -1.004
H -0.712 -1.597 -0.576
H -0.285 1.188 -0.938
H 0.496 -0.187 -1.719
H 2.054 1.523 -0.820
H 1.491 1.168 0.812
H 3.354 -0.182 0.396
H 0.375 -1.123 0.812

Summary:
Net charge: -1
Gap between HOMO and LUMO: 0.1543 Ha
LUMO level: 1.850 eV
M: 88.130 g/mol
E_HOMO: -2.348 eV

=====

Which of them is most stable, and which least? Most stable: #ii; least stable: #iv.

=====

#i
# C2HCl2NO

One molecule with the formula C2HCl2NO (the ωB97M-V functional and the def2-TZVPD basis, the OMol25 dataset).

Cartesian coordinates (Å):
C 0.273 -0.276 1.664
C -0.738 -0.219 0.703
N 1.061 -0.373 2.495
O 0.496 0.485 -2.475
Cl -0.412 -0.524 -0.927
Cl -2.032 0.861 1.054
H 1.352 0.047 -2.515

Summary:
Gap between HOMO and LUMO (spin up / spin down): 0.2850 / 0.3325 Ha
LUMO level (spin up / spin down): -1.876 / -2.057 eV
M: 125.942 g/mol
E_HOMO (spin up / spin down): -9.632 / -11.106 eV

=====

#ii
# C2HCl2NO

A 2-piece molecular cluster, C2HCl2NO overall (the ωB97M-V functional and the def2-TZVPD basis, the OMol25 dataset).

Cartesian coordinates (Å):
N 1.740 -0.310 -1.321
C 0.682 -0.288 -0.926
C -0.759 -0.067 -0.700
O -1.592 -0.844 -0.440
Cl -1.124 1.713 -0.747
Cl 0.983 0.355 2.034
H 0.070 -0.559 2.101

Summary:
Gap between HOMO and LUMO: 0.4059 Ha
LUMO level: -0.977 eV
M: 125.942 g/mol
E_HOMO: -12.021 eV
SMILES: N#CC(=O)Cl.Cl

=====

#iii
# C2HCl2NO

A 2-piece molecular cluster, C2HCl2NO overall (the ωB97M-V functional and the def2-TZVPD basis, the OMol25 dataset).

Cartesian coordinates (Å):
C 3.786 -0.546 0.685
C 0.219 -0.483 1.108
N 3.537 -1.175 1.600
O 0.756 -1.024 2.105
Cl 4.067 0.395 -0.512
Cl 0.731 -0.985 -0.435
H 1.299 -1.803 2.324

Summary:
Gap between HOMO and LUMO: 0.3401 Ha
LUMO level: 0.444 eV
M: 125.942 g/mol
E_HOMO: -8.810 eV

=====

Which of them is most stable, and which least? Most stable: #ii; least stable: #i.

=====

#i
# C2H6O2

A 2-piece molecular cluster, C2H6O2 overall (the ωB97M-V functional and the def2-TZVPD basis, the OMol25 dataset).

Cartesian coordinates (Å):
O -5.318 -1.447 0.320
C -5.098 -2.354 1.044
O -4.772 -2.292 2.336
H -5.117 -3.396 0.670
H -4.886 -3.178 2.752
C 5.078 2.509 -1.451
H 4.243 1.833 -1.283
H 5.737 2.562 -0.591
H 5.552 2.284 -2.392
H 4.581 3.480 -1.405

Summary:
Gap between HOMO and LUMO: 0.4196 Ha
LUMO level: 0.521 eV
M: 62.068 g/mol
E_HOMO: -10.898 eV
SMILES: O=CO.C

=====

#ii
# C2H6O2

A 2-piece molecular cluster, C2H6O2 overall (the ωB97M-V functional and the def2-TZVPD basis, the OMol25 dataset).

Cartesian coordinates (Å):
C -4.796 2.752 1.792
O -5.369 3.679 1.166
H -4.151 3.114 2.565
H -4.737 1.782 1.283
C 2.908 -2.013 -1.291
O 4.299 -1.703 -1.188
H 2.233 -1.563 -0.541
H 2.518 -1.544 -2.149
H 2.620 -3.066 -1.361
H 4.476 -1.438 -0.276

Summary:
Gap between HOMO and LUMO: 0.3964 Ha
LUMO level: 0.436 eV
M: 62.068 g/mol
E_HOMO: -10.351 eV
SMILES: C=O.CO

=====

Which of them is most stable, and which least? Most stable: #i; least stable: #ii.

=====

#i
# C6H6N2O

One molecule with the formula C6H6N2O (the ωB97M-V functional and the def2-TZVPD basis, the OMol25 dataset).

Cartesian coordinates (Å):
C 1.455 1.401 0.058
C 0.384 0.295 0.021
C -0.965 0.769 -0.075
C -2.040 -0.103 -0.086
C -1.733 -1.453 0.007
N -0.512 -1.970 0.051
C 0.465 -1.095 -0.029
N 1.806 -1.752 -0.014
O 2.816 -1.116 -0.064
H 1.040 2.289 -0.404
H 1.750 1.753 0.994
H 2.313 1.196 -0.589
H -1.160 1.796 0.056
H -3.123 0.189 -0.037
H -2.498 -2.199 0.112

Summary:
Gap between HOMO and LUMO: 0.2984 Ha
LUMO level: -0.557 eV
M: 122.127 g/mol
E_HOMO: -8.677 eV
SMILES: Cc1cccnc1N=O

=====

#ii
# C6H6N2O

One molecule with the formula C6H6N2O (the ωB97M-V functional and the def2-TZVPD basis, the OMol25 dataset).

Cartesian coordinates (Å):
H -3.268 0.326 -1.458
N -2.772 -0.004 -0.583
C -1.540 0.173 -0.695
C -0.758 1.069 -1.696
O 0.612 0.965 -1.232
C 0.728 0.279 -0.112
C 1.877 -0.134 0.493
C 1.653 -0.927 1.658
C 1.518 -1.590 2.656
N -0.599 -0.205 0.167
H -1.063 0.838 -2.737
H -0.990 2.156 -1.572
H 2.838 0.117 0.239
H 1.055 -2.170 3.480
H -0.738 -0.740 0.997

Summary:
Gap between HOMO and LUMO: 0.3271 Ha
LUMO level: 0.691 eV
M: 122.127 g/mol
E_HOMO: -8.209 eV
SMILES: [H]/N=C1\CO/C(=C/C#C)N1

=====

#iii
# C6H6N2O

One molecule with the formula C6H6N2O (the ωB97M-V functional and the def2-TZVPD basis, the OMol25 dataset).

Cartesian coordinates (Å):
H -1.542 2.954 1.213
N -0.565 2.451 1.147
C -0.564 1.496 0.250
N -1.212 1.279 -0.907
C -1.142 -0.180 -1.511
C -0.149 -0.620 -0.840
O 0.761 -1.715 -1.004
C 1.280 -1.801 0.469
C 1.312 -0.395 1.001
C 0.325 0.297 0.266
H -2.066 1.738 -1.420
H -1.476 -0.407 -2.570
H 2.457 -2.217 0.541
H 0.798 -2.575 1.268
H 1.782 -0.302 2.096

Summary:
Gap between HOMO and LUMO: 0.2949 Ha
LUMO level: -0.130 eV
M: 122.127 g/mol
E_HOMO: -8.155 eV
SMILES: [H]/N=C1\NC=C2OCC=C21

=====

Which of them is most stable, and which least? Most stable: #i; least stable: #iii.

=====

#i
# C2H3ClNO3

An isolated ion of composition C2H3ClNO3 and charge -1 (the ωB97M-V functional and the def2-TZVPD basis, the OMol25 dataset).

Cartesian coordinates (Å):
C -0.016 -0.225 -0.368
O -1.142 -1.011 -0.433
N -2.212 -0.653 0.326
Cl -3.025 0.744 -0.358
C -2.219 -0.551 1.815
O -1.274 -1.067 2.282
O -3.194 0.040 2.298
H 0.677 -0.879 -0.763
H 0.230 0.109 0.651
H -0.177 0.631 -0.934

Summary:
Net charge: -1
Gap between HOMO and LUMO: 0.3012 Ha
LUMO level: 3.787 eV
M: 124.503 g/mol
E_HOMO: -4.408 eV
SMILES: CON(Cl)C(=O)[O-]

=====

#ii
# C2H3ClNO3

A 2-piece molecular cluster, C2H3ClNO3 overall (the ωB97M-V functional and the def2-TZVPD basis, the OMol25 dataset).

Cartesian coordinates (Å):
C 1.205 0.753 0.152
C -1.398 -1.424 -1.143
N 0.565 -0.098 0.936
O 1.303 2.064 0.505
O 1.474 0.413 -0.997
O -2.444 -1.821 -0.687
Cl 0.301 0.258 2.568
H -0.706 -0.822 -0.573
H -1.302 -1.601 -2.237
H 1.002 2.278 1.477

Summary:
Net charge: -1
Gap between HOMO and LUMO: 0.2774 Ha
LUMO level: 3.727 eV
M: 124.503 g/mol
E_HOMO: -3.821 eV

=====

Which of them is most stable, and which least? Most stable: #ii; least stable: #i.